No. 1
The following is a DFT calculation (ωB97M-V with the def2-TZVPD basis set) of the molecule C4H5N3O.

```
13
Properties=species:S:1:pos:R:3:forces:R:3:nbo_charge:R:1
H 3.389 0.566 0.593 -0.721 -3.517 -2.424 0.34
N 2.739 -0.236 -0.079 -0.986 7.095 5.103 -0.50
C 1.707 0.501 0.337 -0.558 -1.821 -2.474 0.19
N 0.350 0.012 -0.423 -1.183 -0.259 4.173 -0.28
N 0.185 -1.373 -0.228 -2.364 -1.611 -0.023 -0.26
C -1.103 -1.671 0.070 0.739 4.591 -0.035 0.01
C -1.909 -0.314 0.269 -0.962 -2.632 1.849 -0.42
C -0.913 0.555 0.047 1.226 2.374 -2.190 0.41
O -0.991 1.915 -0.198 -2.972 -0.364 0.388 -0.68
H 1.606 1.501 1.103 0.082 -3.006 -2.428 0.22
H -1.618 -2.628 0.156 0.985 0.022 -0.094 0.22
H -3.054 -0.088 0.848 3.884 -0.797 -2.313 0.25
H -2.001 2.074 -0.344 2.831 -0.075 0.467 0.49
```
Positions in Å, forces in eV/Å.

## Properties
Energy in Ha: -394.73117
E_LUMO in eV: 0.5
Maximum force in Eh/bohr: 0.1710
HOMO level in hartree: -0.3372

=====

No. 2
The following is a DFT calculation (ωB97M-V with the def2-TZVPD basis set) of a cluster of 2 separate species, C4H5N3O2 in total.

```
14
Properties=species:S:1:pos:R:3:forces:R:3:nbo_charge:R:1
C 3.080 -0.196 -0.329 -0.185 0.669 0.784 -0.13
C 2.695 0.729 0.649 -1.522 0.045 -0.359 -0.15
C -1.016 -0.438 -0.797 0.653 -0.051 -0.259 1.02
C -3.048 -0.118 0.470 -0.217 1.608 -1.990 -0.25
N 1.967 -0.707 -0.907 0.985 0.766 0.332 -0.26
N 1.339 0.792 0.636 0.594 -0.134 -0.242 -0.27
N 1.039 -0.036 -0.299 -5.154 -1.499 -1.279 -0.04
O -1.357 -0.803 -1.871 1.343 0.738 1.788 -0.49
O -1.617 -0.174 0.316 1.641 0.142 0.423 -0.48
H 4.081 -0.421 -0.596 0.430 -0.557 -0.400 0.21
H 3.086 1.447 1.328 1.219 -0.029 0.198 0.22
H -3.425 -0.888 1.080 -0.099 -1.064 0.547 0.21
H -3.489 -0.043 -0.513 -0.234 -0.918 -0.427 0.20
H -3.336 0.856 0.832 0.547 0.284 0.885 0.21
```
Positions in Å, forces in eV/Å.

## Properties
Energy in Ha: -470.03720
E_LUMO in eV: -0.5
Maximum force in Eh/bohr: 0.1073
HOMO level in hartree: -0.3452